{
  "formula": "HN5O4",
  "method": "the ωB97M-V functional and the def2-TZVPD basis",
  "symbols": ["N", "N", "N", "N", "N", "O", "O", "O", "O", "H"],
  "xyz": [[3.00, 1.65, -0.09], [2.53, -1.66, 0.18], [1.93, 1.69, 0.19], [1.34, -1.78, -0.22], [0.45, -0.97, -0.57], [0.05, -0.75, -1.70], [4.11, 1.60, -0.40], [3.22, -2.55, 0.59], [-0.26, -0.43, 0.50], [-0.97, 0.13, 0.14]],
  "fmax_ev_per_a": 4.249,
  "orbital_gap_ev": [8.12, 8.12],
  "de_lowest_kj_mol": 0.00,
  "multiplicity": 1
}

***

{
  "formula": "C3H9N2",
  "method": "the ωB97M-V functional and the def2-TZVPD basis",
  "symbols": ["C", "C", "C", "N", "N", "H", "H", "H", "H", "H", "H", "H", "H", "H"],
  "xyz": [[1.01, -0.92, 0.77], [0.13, 0.17, 0.31], [-0.50, 0.26, -0.92], [-0.98, -0.91, -1.50], [0.13, 1.34, 1.17], [0.89, -1.21, 1.90], [0.91, -1.77, 0.13], [2.13, -0.52, 0.80], [-0.97, 1.31, -1.35], [-0.46, -1.79, -1.47], [-1.14, -0.80, -2.52], [-0.47, 2.02, 0.73], [0.09, 1.03, 2.10], [1.13, 1.68, 1.01]],
  "fmax_ev_per_a": 4.971,
  "charge": 2,
  "orbital_gap_ev": [10.73, 9.64],
  "de_lowest_kj_mol": 162.96,
  "multiplicity": 2
}

***

{
  "formula": "C27H55N6O7S",
  "method": "the ωB97M-V functional and the def2-TZVPD basis",
  "symbols": ["C", "C", "C", "O", "C", "C", "N", "C", "C", "C", "C", "C", "C", "C", "S", "C", "N", "N", "C", "O", "C", "O", "C", "C", "C", "O", "H", "H", "H", "H", "H", "H", "H", "H", "H", "H", "H", "H", "H", "H", "H", "H", "H", "H", "H", "H", "H", "H", "H", "H", "H", "H", "H", "H", "H", "H", "H", "H", "H", "H", "C", "O", "N", "C", "C", "H", "H", "H", "H", "H", "H", "H", "C", "O", "N", "C", "C", "H", "H", "H", "H", "H", "H", "H", "C", "O", "N", "C", "C", "H", "H", "H", "H", "H", "H", "H"],
  "xyz": [[2.90, -6.56, 5.01], [3.43, -5.03, 4.69], [2.28, -4.27, 3.75], [1.32, -3.64, 4.68], [0.16, -3.07, 3.92], [-1.08, -4.17, 4.16], [-2.45, -3.63, 3.87], [-2.88, -3.56, 2.44], [-1.93, -4.27, 1.32], [-2.44, -3.71, -0.17], [-1.86, -2.18, -0.30], [-0.60, -2.02, -1.35], [-0.94, -0.85, -2.44], [0.30, 0.27, -2.59], [-0.48, 1.94, -2.24], [0.62, 3.05, -1.21], [0.99, 3.04, 0.26], [1.85, 4.09, 0.67], [2.07, 4.88, -0.62], [1.34, 4.24, -1.76], [-2.58, -2.22, 4.46], [-2.51, -2.24, 5.96], [-3.64, -1.50, 6.54], [-3.56, 0.13, 6.37], [-1.36, -1.20, 3.99], [-0.12, -1.76, 4.55], [3.70, -7.31, 4.59], [2.74, -6.72, 6.18], [1.84, -6.71, 4.52], [4.49, -4.98, 4.20], [3.45, -4.45, 5.73], [2.88, -3.48, 3.10], [1.78, -5.03, 3.00], [0.51, -3.01, 2.81], [-1.04, -4.37, 5.34], [-0.83, -5.23, 3.68], [-3.15, -4.22, 4.41], [-3.94, -4.10, 2.37], [-3.10, -2.43, 2.19], [-0.79, -4.00, 1.37], [-2.11, -5.44, 1.32], [-1.94, -4.37, -1.00], [-3.63, -3.78, -0.23], [-2.76, -1.44, -0.51], [-1.44, -1.86, 0.77], [-0.33, -3.05, -1.88], [0.35, -1.66, -0.73], [-1.15, -1.34, -3.48], [-1.93, -0.26, -2.14], [1.23, 0.01, -1.93], [0.63, 0.28, -3.73], [2.73, 5.86, -0.62], [-3.66, -1.77, 4.21], [-4.68, -1.93, 6.17], [-3.61, -1.71, 7.71], [-2.57, 0.55, 6.84], [-3.63, 0.49, 5.23], [-4.45, 0.70, 6.92], [-1.50, -0.13, 4.48], [-1.33, -1.01, 2.82], [-0.85, -5.09, -4.24], [-0.65, -6.19, -3.74], [-2.07, -4.61, -4.67], [-2.22, -3.29, -5.25], [-3.24, -5.46, -4.53], [-0.03, -4.37, -4.39], [-2.92, -2.72, -4.64], [-2.62, -3.40, -6.26], [-1.26, -2.77, -5.29], [-3.38, -5.70, -3.47], [-3.08, -6.38, -5.09], [-4.13, -4.95, -4.91], [0.12, 5.82, -6.47], [-0.60, 6.16, -7.40], [0.00, 6.26, -5.17], [0.90, 5.81, -4.12], [-1.05, 7.19, -4.83], [0.95, 5.12, -6.62], [0.31, 5.31, -3.34], [1.41, 6.68, -3.70], [1.64, 5.11, -4.51], [-2.02, 6.75, -5.08], [-0.92, 8.10, -5.43], [-1.02, 7.45, -3.77], [4.34, 9.47, -1.46], [3.27, 9.53, -2.05], [5.33, 8.55, -1.69], [6.57, 8.54, -0.95], [5.14, 7.55, -2.72], [4.59, 10.18, -0.66], [7.41, 8.68, -1.64], [6.68, 7.58, -0.43], [6.59, 9.35, -0.20], [4.97, 8.05, -3.68], [4.25, 6.96, -2.48], [6.01, 6.89, -2.80]],
  "fmax_ev_per_a": 8.530,
  "charge": 1,
  "orbital_gap_ev": 7.34,
  "multiplicity": 1
}

***

{
  "formula": "C6H16S2",
  "method": "the ωB97M-V functional and the def2-TZVPD basis",
  "symbols": ["C", "C", "C", "S", "H", "H", "H", "H", "H", "H", "H", "H", "C", "C", "C", "S", "H", "H", "H", "H", "H", "H", "H", "H"],
  "xyz": [[-0.71, 2.40, -0.38], [0.11, 2.72, -1.68], [-0.70, 3.35, -2.82], [-1.92, 2.14, -3.48], [-1.63, 1.80, -0.51], [-1.00, 3.41, -0.03], [-0.08, 1.93, 0.40], [0.96, 3.38, -1.43], [0.51, 1.77, -2.06], [-1.15, 4.28, -2.43], [0.05, 3.62, -3.58], [-2.69, 3.11, -4.02], [1.69, -3.82, 1.65], [0.43, -3.29, 2.34], [0.38, -1.75, 2.17], [-0.16, -1.26, 0.53], [1.73, -4.92, 1.74], [2.60, -3.40, 2.11], [1.70, -3.57, 0.57], [-0.52, -3.74, 1.99], [0.52, -3.48, 3.42], [-0.35, -1.25, 2.84], [1.35, -1.22, 2.27], [-1.11, -2.21, 0.37]],
  "fmax_ev_per_a": 1.718,
  "smiles": "CCCS.CCCS",
  "orbital_gap_ev": 9.77,
  "de_lowest_kj_mol": 64.45,
  "multiplicity": 1
}

***

Please write out number 4 again, unchanged.
{
  "formula": "C6H16S2",
  "method": "the ωB97M-V functional and the def2-TZVPD basis",
  "symbols": ["C", "C", "C", "S", "H", "H", "H", "H", "H", "H", "H", "H", "C", "C", "C", "S", "H", "H", "H", "H", "H", "H", "H", "H"],
  "xyz": [[-0.71, 2.40, -0.38], [0.11, 2.72, -1.68], [-0.70, 3.35, -2.82], [-1.92, 2.14, -3.48], [-1.63, 1.80, -0.51], [-1.00, 3.41, -0.03], [-0.08, 1.93, 0.40], [0.96, 3.38, -1.43], [0.51, 1.77, -2.06], [-1.15, 4.28, -2.43], [0.05, 3.62, -3.58], [-2.69, 3.11, -4.02], [1.69, -3.82, 1.65], [0.43, -3.29, 2.34], [0.38, -1.75, 2.17], [-0.16, -1.26, 0.53], [1.73, -4.92, 1.74], [2.60, -3.40, 2.11], [1.70, -3.57, 0.57], [-0.52, -3.74, 1.99], [0.52, -3.48, 3.42], [-0.35, -1.25, 2.84], [1.35, -1.22, 2.27], [-1.11, -2.21, 0.37]],
  "fmax_ev_per_a": 1.718,
  "smiles": "CCCS.CCCS",
  "orbital_gap_ev": 9.77,
  "de_lowest_kj_mol": 64.45,
  "multiplicity": 1
}